1.
{"formula": "C39H28ClIN3PRh", "method": "ωB97M-V with the def2-TZVPD basis set", "elements": ["Rh", "C", "C", "C", "C", "C", "C", "C", "C", "C", "C", "C", "C", "C", "C", "C", "N", "H", "H", "H", "H", "H", "H", "H", "H", "H", "H", "Cl", "C", "C", "C", "C", "C", "C", "P", "C", "C", "C", "C", "C", "C", "C", "C", "C", "C", "C", "C", "H", "H", "H", "H", "H", "H", "H", "H", "H", "H", "H", "H", "H", "H", "N", "C", "I", "C", "C", "C", "C", "N", "C", "H", "H", "H", "H"], "positions_angstrom": [[-0.20462, 1.00720, -0.39616], [-0.22184, 4.85925, 1.47009], [0.95692, 4.79864, 2.25111], [1.84945, 3.80608, 2.07207], [1.50141, 2.69756, 1.19212], [0.28991, 2.66179, 0.54973], [-0.52904, 3.82722, 0.60761], [2.35637, 1.60078, 0.76569], [3.70426, 1.55317, 1.13732], [4.46771, 0.54307, 0.58394], [3.96957, -0.21945, -0.53913], [4.78037, -1.21613, -1.12986], [4.25572, -2.14635, -1.99245], [2.89584, -2.16759, -2.22470], [2.03346, -1.25366, -1.50536], [2.54583, -0.26131, -0.68142], [1.79474, 0.71539, -0.07574], [-0.89911, 5.71946, 1.62341], [1.32318, 5.49630, 3.03379], [2.72369, 3.76484, 2.70679], [-1.35365, 3.88200, -0.14993], [4.11494, 2.23428, 1.86159], [5.35728, 0.18488, 0.97794], [5.85621, -1.23765, -0.90528], [4.89931, -2.79221, -2.52408], [2.56833, -2.93843, -2.87550], [0.96030, -1.27092, -1.69234], [-2.26716, 2.01178, 2.30059], [-3.50626, 0.86280, 1.77141], [-4.81799, 1.05056, 2.22535], [-5.79281, 0.10295, 2.06974], [-5.44396, -1.03090, 1.30596], [-4.19431, -1.23456, 0.75718], [-3.15777, -0.28565, 1.10722], [-1.43669, -0.54330, 0.70952], [-1.47792, -2.07302, -0.33783], [-1.20275, -3.33435, 0.16489], [-0.93546, -4.39628, -0.71469], [-1.16887, -4.21493, -2.06023], [-1.50540, -2.93306, -2.54269], [-1.77843, -1.91106, -1.65666], [-0.57613, -1.03357, 2.20616], [0.71538, -1.67807, 2.09187], [1.39112, -2.03676, 3.20511], [0.91759, -1.70861, 4.54612], [-0.32709, -1.01063, 4.59032], [-1.05396, -0.85333, 3.44011], [-4.99923, 1.90570, 2.88627], [-6.79186, 0.15086, 2.52201], [-6.23869, -1.77325, 1.15984], [-4.08317, -2.11273, 0.08569], [-1.25281, -3.55887, 1.22201], [-0.76101, -5.37622, -0.32758], [-0.99511, -5.04419, -2.76048], [-1.54954, -2.78462, -3.60190], [-2.30348, -0.99920, -1.94178], [1.04700, -1.95551, 1.06579], [2.28055, -2.68947, 3.17365], [1.47879, -2.15331, 5.40088], [-0.75074, -0.61700, 5.50752], [-2.10963, -0.51719, 3.54299], [-2.91599, 1.66955, -1.64946], [-2.00092, 1.53636, -0.98295], [3.60288, 3.06231, -4.60720], [1.71823, 2.13149, -4.19591], [1.00368, 1.40531, -5.14867], [-0.13851, 0.73374, -4.77118], [-0.53751, 0.73709, -3.44830], [0.12586, 1.48827, -2.47582], [1.14731, 2.32765, -2.93267], [1.31166, 1.42178, -6.21393], [-0.73927, 0.07185, -5.44213], [-1.46389, 0.25116, -3.12395], [1.53774, 3.09021, -2.26344]], "forces_ev_per_a": [[-0.117, 0.753, -0.428], [-0.557, 0.700, 0.393], [0.361, 0.685, 0.707], [-0.027, -2.722, -0.874], [1.289, 0.074, 0.543], [-1.465, 2.756, -0.249], [-0.308, -0.030, -0.959], [3.396, 3.195, 3.162], [-1.614, -0.564, -0.445], [-0.738, -0.090, -1.470], [0.874, -1.699, 1.460], [0.418, 2.542, 1.717], [-2.086, -0.101, -0.954], [0.566, 0.706, 1.355], [-0.396, -0.876, -1.559], [0.985, 1.385, -0.158], [-0.952, -3.587, -2.157], [0.426, -0.577, -0.408], [-1.144, 0.092, -0.799], [0.204, -0.042, -0.262], [0.516, 0.129, 1.282], [-0.088, 0.078, 0.154], [1.822, 0.015, 0.690], [-0.546, 0.167, -0.023], [0.526, -0.790, -0.404], [-0.915, -0.260, -0.456], [0.109, -0.220, 0.110], [-0.955, -0.564, -0.265], [-0.512, 0.167, 0.987], [0.205, 1.235, 1.353], [0.465, -1.045, -0.688], [-1.117, -0.247, 0.000], [0.406, 0.628, 0.435], [-0.715, -0.823, -0.858], [-0.246, -2.458, -0.528], [-0.301, 0.243, 2.038], [0.641, -0.805, -0.225], [-1.533, 0.637, 0.430], [1.070, 0.575, -0.948], [-0.247, -1.180, 0.177], [-0.066, 0.404, -1.208], [2.350, -1.524, -1.547], [-1.463, 0.799, -1.819], [0.600, -0.823, 2.893], [-0.889, 0.078, -1.943], [2.292, -1.435, 1.387], [-2.770, 1.618, 1.019], [0.010, -0.150, -0.488], [0.597, 0.286, -0.248], [0.480, 0.204, -0.169], [0.469, 0.797, 0.749], [0.504, 0.328, 0.136], [0.241, -0.428, 0.226], [-0.119, 0.491, 0.284], [-0.485, 0.076, -0.432], [0.552, -0.019, -0.287], [0.053, 0.248, 0.986], [-0.420, 0.588, -0.309], [-0.639, 0.992, -0.594], [0.065, -0.455, 0.122], [0.924, 0.022, 0.047], [-1.855, 0.375, -0.889], [1.226, -0.115, 0.981], [-1.029, -0.371, 0.092], [-0.326, 0.909, 0.186], [0.757, 0.235, -0.974], [-0.961, -1.174, -0.002], [0.877, 1.372, 1.589], [0.554, 0.337, -3.429], [-0.667, -2.201, 0.424], [-0.023, -0.223, 0.903], [0.712, 1.001, 0.306], [0.759, 0.137, -0.125], [-0.010, -0.465, 0.258]], "orbital_gap_ev": [5.64, 4.82], "de_lowest_kj_mol": 0.00, "total_charge": 1, "homo_energy_ha": [-0.30849, -0.40610], "e_lumo_ev": [-2.8, -6.2], "multiplicity": 5, "e_tot_ev": -78276.216}

***

2.
{"formula": "C39H29F6MgNO6PS2Si", "method": "ωB97M-V with the def2-TZVPD basis set", "elements": ["Mg", "O", "C", "C", "C", "C", "C", "C", "C", "P", "C", "C", "C", "C", "C", "C", "C", "C", "C", "C", "C", "C", "H", "H", "H", "H", "H", "H", "H", "H", "H", "H", "H", "H", "H", "H", "F", "C", "F", "F", "S", "O", "O", "N", "S", "O", "O", "C", "F", "F", "F", "O", "Si", "C", "C", "C", "C", "C", "C", "C", "C", "C", "C", "C", "C", "C", "C", "C", "C", "C", "C", "H", "H", "H", "H", "H", "H", "H", "H", "H", "H", "H", "H", "H", "H", "H"], "positions_angstrom": [[-1.18273, -1.10415, -0.42380], [-2.18287, -0.02400, -1.57480], [-2.61777, 1.12459, -1.38283], [-3.23267, 1.65650, -0.18417], [-4.39014, 2.46875, -0.29626], [-4.72452, 3.38358, 0.66389], [-3.88891, 3.59003, 1.77284], [-2.78475, 2.78529, 1.93645], [-2.47337, 1.77726, 1.01534], [-1.24727, 0.51101, 1.47055], [0.25612, 1.46791, 1.85366], [0.44997, 2.71384, 1.26419], [1.60257, 3.43853, 1.52120], [2.57113, 2.92938, 2.37216], [2.39146, 1.68108, 2.94786], [1.24854, 0.94540, 2.67990], [-1.88006, 0.09080, 3.14617], [-1.37837, 0.62184, 4.33341], [-1.90479, 0.23950, 5.55892], [-2.93540, -0.68583, 5.61791], [-3.45505, -1.20684, 4.44155], [-2.93860, -0.81312, 3.21858], [-5.00723, 2.33970, -1.17899], [-5.62900, 3.97200, 0.56397], [-4.12459, 4.35332, 2.50341], [-2.16482, 2.90230, 2.81920], [-0.30430, 3.10236, 0.59095], [1.74250, 4.40577, 1.05408], [3.47071, 3.49700, 2.57394], [3.15301, 1.27483, 3.60115], [1.13171, -0.04489, 3.09768], [-0.57166, 1.34015, 4.30330], [-1.50644, 0.66328, 6.47290], [-3.33461, -0.99674, 6.57539], [-4.26251, -1.92739, 4.48049], [-3.35773, -1.20802, 2.30351], [1.79690, -4.69528, 1.66669], [0.58523, -4.69619, 1.10923], [0.67343, -5.28048, -0.08030], [-0.22108, -5.43030, 1.88050], [-0.08454, -2.94638, 0.95447], [-0.01905, -2.69995, -0.46902], [0.70838, -2.17455, 1.84499], [-1.56168, -3.10740, 1.44735], [-2.59044, -3.30623, 0.26592], [-2.22080, -4.25269, -0.73490], [-3.16105, -2.05113, -0.14799], [-3.93501, -4.19484, 1.19375], [-3.43321, -5.31941, 1.70901], [-4.91970, -4.52034, 0.35706], [-4.45006, -3.46945, 2.18763], [0.30721, -0.01994, -0.83242], [1.49624, 0.26999, -1.84759], [3.15056, 0.32366, -0.91318], [4.13430, 1.30810, -1.00344], [5.33303, 1.20540, -0.30924], [5.57765, 0.10303, 0.49431], [4.60395, -0.87844, 0.61621], [3.40739, -0.76290, -0.07339], [1.71680, -1.16776, -3.08956], [0.58269, -1.87333, -3.49836], [0.66727, -2.92338, -4.39962], [1.90123, -3.28827, -4.92051], [3.04109, -2.60210, -4.52903], [2.94584, -1.55456, -3.62269], [1.05778, 1.71229, -3.01829], [-0.16760, 1.58048, -3.68068], [-0.57785, 2.49211, -4.63845], [0.22570, 3.57771, -4.95989], [1.43201, 3.74437, -4.29947], [1.83849, 2.82106, -3.34420], [3.96961, 2.17609, -1.62780], [6.07977, 1.98652, -0.39715], [6.51417, 0.01468, 1.03243], [4.77739, -1.73512, 1.25752], [2.64669, -1.52576, 0.04425], [-0.38397, -1.59365, -3.09360], [-0.22463, -3.46102, -4.69920], [1.97184, -4.10442, -5.62955], [4.00637, -2.88968, -4.93003], [3.84691, -1.02942, -3.32107], [-0.81436, 0.75093, -3.42362], [-1.52815, 2.35642, -5.14042], [-0.09059, 4.28895, -5.71340], [2.06069, 4.59594, -4.53394], [2.78960, 2.98163, -2.85299]], "forces_ev_per_a": [[0.127, 1.748, -1.106], [-1.077, 0.551, -0.317], [-0.067, 0.147, -1.618], [0.334, 0.433, 1.285], [-0.028, -0.382, -0.134], [-0.034, -0.030, 0.127], [0.056, 0.025, 0.037], [-0.107, 0.015, 0.096], [-0.344, -0.119, -0.402], [-0.333, 0.565, 0.887], [0.080, -0.037, -0.158], [-0.072, -0.103, -0.043], [0.034, 0.100, -0.032], [0.006, 0.032, -0.021], [0.096, -0.052, 0.026], [0.016, -0.024, -0.147], [0.076, -0.002, 0.126], [-0.067, -0.026, -0.050], [-0.023, -0.030, 0.043], [0.001, 0.016, 0.012], [-0.083, -0.013, 0.023], [0.081, 0.041, -0.006], [0.053, 0.135, -0.067], [-0.010, -0.011, -0.053], [0.013, 0.009, -0.005], [-0.011, 0.016, 0.007], [0.032, 0.053, 0.007], [0.002, -0.013, -0.018], [0.013, 0.001, 0.005], [0.020, -0.047, -0.015], [0.002, -0.024, 0.062], [0.009, 0.021, 0.030], [0.022, 0.007, -0.014], [-0.007, -0.001, -0.001], [-0.011, 0.010, -0.031], [-0.030, 0.002, -0.003], [-0.058, 0.186, -0.044], [0.133, -0.271, -0.036], [-0.051, 0.116, 0.018], [0.036, 0.112, -0.021], [1.623, -2.490, 1.610], [0.129, 0.029, -0.256], [-0.040, 0.185, 0.131], [0.030, 0.569, -0.195], [-1.940, -2.284, 0.695], [0.031, -0.092, -0.283], [0.289, 0.379, -0.120], [0.053, -0.112, 0.265], [-0.018, 0.127, -0.056], [0.157, 0.167, -0.066], [0.102, 0.051, -0.134], [0.794, 0.097, -0.240], [-0.162, -0.107, -0.190], [-0.120, 0.330, -0.200], [-0.024, -0.011, -0.054], [0.092, 0.036, 0.018], [-0.020, 0.055, 0.031], [-0.004, -0.092, 0.087], [-0.037, -0.008, -0.008], [-0.112, 0.088, 0.284], [0.109, -0.038, 0.024], [-0.042, -0.024, -0.059], [-0.014, -0.010, -0.015], [0.051, -0.023, -0.050], [-0.006, 0.059, 0.027], [0.301, 0.008, 0.260], [0.012, -0.103, 0.104], [-0.029, 0.036, -0.098], [-0.018, -0.052, 0.050], [0.037, 0.101, -0.055], [0.073, -0.002, 0.021], [0.072, -0.024, 0.051], [-0.013, 0.000, -0.014], [-0.006, -0.001, -0.004], [-0.016, -0.002, -0.010], [0.014, -0.035, 0.009], [-0.075, -0.012, -0.068], [-0.015, 0.015, 0.024], [0.009, -0.015, 0.012], [0.007, 0.018, 0.009], [0.009, -0.023, 0.015], [-0.077, 0.031, -0.030], [-0.023, -0.006, 0.053], [0.000, 0.013, 0.006], [0.024, -0.010, 0.023], [-0.036, 0.028, -0.051]], "orbital_gap_ev": 5.94, "total_charge": -1, "homo_energy_ha": -0.12827, "e_lumo_ev": 2.5, "e_tot_ev": -115279.372}